Computed, not measured: a molecular structure, C26H17AsCoF5IN2O9S in a non-equilibrium geometry, with wB97M-V/def2-TZVPD.

**Electronic energy**: -6601.45197 Ha
**2S+1**: 1
**LUMO level (spin up / spin down)**: 1.3 / 1.4 eV
**Total charge**: -1
**E_HOMO (spin up / spin down)**: -5.84 / -5.83 eV
**Relative energy (zero: lowest compared OMol25 entry of this formula, charge and spin)**: 53.4 kcal per mole

CARTESIAN COORDINATES (ANGSTROEM)
1 Co 0.10 -0.06 -1.29
2 C -2.35 -2.98 -2.47
3 C -1.58 -3.25 -1.21
4 N -1.27 -4.51 -0.92
5 C -0.54 -4.75 0.17
6 C -0.12 -3.77 1.05
7 C 0.77 -4.10 2.21
8 O 2.15 -3.93 1.90
9 C -0.52 -2.46 0.80
10 C -0.16 -1.40 1.76
11 N -0.91 -0.40 1.96
12 C -0.54 0.53 2.93
13 C -0.42 0.20 4.28
14 C -0.13 1.18 5.22
15 C 0.07 2.49 4.83
16 C -0.02 2.83 3.49
17 C -0.34 1.86 2.56
18 I -0.35 2.35 0.53
19 C -1.19 -2.17 -0.39
20 O -1.41 -0.93 -0.79
21 H -2.63 -3.93 -2.92
22 H -1.74 -2.41 -3.18
23 H -3.24 -2.39 -2.26
24 H -0.25 -5.78 0.34
25 H 0.63 -5.15 2.49
26 H 0.50 -3.50 3.09
27 H 2.28 -3.13 1.38
28 H 0.80 -1.50 2.28
29 H -0.59 -0.82 4.58
30 H -0.05 0.90 6.27
31 H 0.30 3.26 5.56
32 H 0.16 3.85 3.17
33 O 2.93 -2.11 -1.78
34 As 2.77 -1.31 -0.24
35 O 3.16 -2.22 1.05
36 O 1.11 -0.93 -0.09
37 C 4.07 0.12 -0.46
38 C 5.17 -0.04 0.37
39 C 6.28 0.79 0.24
40 C 6.29 1.79 -0.72
41 C 5.20 1.96 -1.54
42 C 4.09 1.14 -1.42
43 S 2.73 1.49 -2.54
44 O 2.70 2.91 -2.73
45 O 2.88 0.67 -3.71
46 O 1.59 1.05 -1.68
47 H 2.06 -2.13 -2.23
48 H 5.15 -0.83 1.11
49 H 7.13 0.65 0.90
50 H 7.15 2.44 -0.82
51 H 5.18 2.76 -2.28
52 F -0.92 1.11 -7.45
53 C -0.59 0.55 -6.28
54 C 0.18 -0.60 -6.25
55 F 0.60 -1.14 -7.40
56 C 0.53 -1.20 -5.06
57 F 1.29 -2.30 -5.06
58 C 0.12 -0.66 -3.84
59 O 0.44 -1.21 -2.68
60 C -0.66 0.48 -3.91
61 F -1.05 1.02 -2.71
62 C -1.02 1.10 -5.09
63 F -1.76 2.21 -5.08

Computed, not measured: a molecular structure, C5H12N2O in a non-equilibrium geometry, with wB97M-V/def2-TZVPD.

**Electronic energy**: -382.33685 Ha
**2S+1**: 1
**LUMO level**: 0.5 eV
**E_HOMO**: -7.37 eV
**Relative energy (zero: lowest compared OMol25 entry of this formula, charge and spin)**: 104.0 kcal per mole

CARTESIAN COORDINATES (ANGSTROEM)
1 C 0.34 -0.25 -0.04
2 C -0.70 0.46 0.66
3 C 0.82 -1.52 0.62
4 C 0.20 -0.34 -1.54
5 C 1.69 1.12 0.36
6 O -1.20 1.59 0.07
7 N -2.04 -0.88 0.42
8 N -3.00 -0.55 -0.22
9 H -1.65 2.14 0.72
10 H -0.61 0.49 1.75
11 H -2.98 0.45 -0.58
12 H 1.78 -1.81 0.20
13 H 0.11 -2.32 0.43
14 H 0.92 -1.40 1.70
15 H -0.23 0.57 -1.96
16 H -0.43 -1.19 -1.81
17 H 1.19 -0.49 -1.98
18 H 1.78 1.31 1.42
19 H 2.58 0.64 -0.03
20 H 1.41 2.00 -0.21

Computed, not measured: 2 unconnected molecules or ions with the total composition C3H4O in a non-equilibrium geometry, with wB97M-V/def2-TZVPD.

**Electronic energy**: -191.69745 Ha
**2S+1**: 1
**LUMO level**: -1.4 eV
**E_HOMO**: -10.54 eV
**Relative energy (zero: lowest compared OMol25 entry of this formula, charge and spin)**: 133.4 kcal per mole

CARTESIAN COORDINATES (ANGSTROEM)
1 C -0.59 1.02 2.00
2 C -0.45 -0.03 1.47
3 C 0.41 -0.45 -1.32
4 O -0.06 -1.13 -0.12
5 H -0.82 1.66 2.85
6 H 1.06 0.41 -1.18
7 H -0.49 -0.25 -1.90
8 H 0.94 -1.23 -1.80

Computed, not measured: a molecular structure, C31H25F4MoN4Sb2, with wB97M-V/def2-TZVPD.

**Electronic energy**: -2362.19450 Ha
**2S+1**: 1
**LUMO level (spin up / spin down)**: -11.5 / -11.5 eV
**Total charge**: +3
**E_HOMO (spin up / spin down)**: -16.70 / -16.70 eV
**Relative energy (zero: lowest compared OMol25 entry of this formula, charge and spin)**: 27.5 kcal per mole

CARTESIAN COORDINATES (ANGSTROEM)
1 Mo 0.45 0.11 -0.12
2 C 3.10 0.47 3.06
3 Sb 2.45 1.30 1.24
4 C 2.25 3.37 1.61
5 C 4.21 1.21 -0.05
6 C 4.92 -0.10 -0.01
7 C 5.82 -0.35 1.04
8 C 6.50 -1.54 1.11
9 C 6.31 -2.52 0.14
10 C 5.43 -2.28 -0.90
11 C 4.73 -1.08 -0.99
12 C 3.83 -0.86 -2.17
13 Sb 1.79 -1.50 -1.81
14 C 0.95 -1.67 -3.73
15 C 2.02 -3.48 -1.13
16 H 3.84 1.15 3.47
17 H 3.53 -0.51 2.88
18 H 2.25 0.39 3.74
19 H 3.22 3.83 1.43
20 H 1.97 3.50 2.65
21 H 1.50 3.80 0.96
22 H 4.78 2.02 0.42
23 H 3.87 1.54 -1.02
24 H 6.00 0.42 1.78
25 H 7.21 -1.71 1.91
26 H 6.86 -3.45 0.18
27 H 5.31 -3.03 -1.68
28 H 4.07 -1.53 -3.00
29 H 3.77 0.16 -2.54
30 H 1.69 -2.19 -4.35
31 H 0.73 -0.69 -4.14
32 H 0.04 -2.26 -3.66
33 H 2.50 -4.02 -1.95
34 H 1.05 -3.92 -0.91
35 H 2.66 -3.49 -0.25
36 F -1.19 1.72 2.12
37 C -2.38 2.36 2.07
38 C -2.64 3.30 2.99
39 F -1.75 3.58 3.91
40 C -3.90 4.04 2.98
41 C -4.79 3.71 1.88
42 C -4.49 2.77 0.96
43 F -5.35 2.52 -0.01
44 C -3.28 2.00 1.02
45 C -3.04 0.98 0.11
46 C -1.99 0.06 0.26
47 N -1.25 -0.85 0.47
48 C -3.80 0.67 -1.06
49 N -4.28 0.38 -2.07
50 F -5.93 4.33 1.77
51 C -4.22 4.96 3.93
52 C -5.45 5.69 3.95
53 N -6.41 6.33 4.00
54 C -3.35 5.30 5.03
55 N -2.68 5.63 5.90
56 C 0.34 1.48 -1.21
57 C 0.18 2.58 -2.10
58 C -0.44 3.75 -1.64
59 C -0.62 4.81 -2.51
60 C -0.18 4.69 -3.83
61 C 0.44 3.53 -4.29
62 C 0.62 2.47 -3.43
63 H -0.77 3.83 -0.61
64 H -1.10 5.72 -2.18
65 H -0.32 5.52 -4.51
66 H 0.77 3.46 -5.31
67 H 1.09 1.56 -3.77

Computed, not measured: 2 unconnected molecules or ions with the total composition C5H8N in a non-equilibrium geometry, with wB97M-V/def2-TZVPD.

**Electronic energy**: -249.53464 Ha
**2S+1**: 3
**LUMO level (spin up / spin down)**: -4.5 / -6.5 eV
**Total charge**: +1
**E_HOMO (spin up / spin down)**: -12.23 / -16.24 eV
**Relative energy (zero: lowest compared OMol25 entry of this formula, charge and spin)**: 101.3 kcal per mole

CARTESIAN COORDINATES (ANGSTROEM)
1 C -0.21 -0.96 2.26
2 C 1.02 1.44 0.09
3 C 1.51 0.28 -0.86
4 C 0.41 0.14 0.18
5 C -1.98 -0.79 -1.06
6 N 0.22 -0.57 1.28
7 H -0.58 -1.45 3.23
8 H 1.68 1.84 0.90
9 H 0.48 2.40 -0.32
10 H 1.24 0.44 -1.90
11 H 2.31 -0.42 -0.66
12 H -2.20 -1.71 -0.67
13 H -1.04 -0.62 -1.52
14 H -2.85 -0.03 -0.95

Computed, not measured: a molecular structure, C11H17N3O7PRe in a non-equilibrium geometry, with wB97M-V/def2-TZVPD.

**Electronic energy**: -1538.71763 Ha
**2S+1**: 2
**LUMO level (spin up / spin down)**: -12.4 / -12.5 eV
**Total charge**: +3
**E_HOMO (spin up / spin down)**: -18.38 / -18.23 eV

CARTESIAN COORDINATES (ANGSTROEM)
1 Re -0.45 -1.46 0.72
2 O 2.04 -0.34 1.72
3 C 1.44 0.66 2.04
4 C -0.73 1.66 1.56
5 C -0.67 2.96 2.01
6 C -1.65 3.84 1.56
7 C -2.67 3.45 0.71
8 C -2.71 2.16 0.24
9 C -1.72 1.23 0.62
10 O -1.64 0.02 0.14
11 N -1.57 5.26 2.04
12 O -2.49 5.95 1.74
13 O -0.57 5.51 2.64
14 H 1.91 1.58 2.41
15 H 0.09 3.31 2.70
16 H -3.44 4.16 0.42
17 H -3.51 1.83 -0.42
18 N -0.82 -1.62 -3.17
19 C 0.11 -0.55 -2.76
20 P 0.93 -0.60 -1.05
21 O 1.34 0.79 -0.81
22 O 0.13 0.63 1.89
23 C 2.59 -1.55 -1.21
24 N 3.59 -0.66 -0.59
25 H -1.29 -1.35 -4.05
26 H -1.56 -1.77 -2.46
27 H -0.35 -2.52 -3.34
28 H -0.44 0.39 -2.69
29 H 0.89 -0.41 -3.51
30 H 2.84 -1.70 -2.26
31 H 2.56 -2.51 -0.70
32 H 3.35 0.32 -0.84
33 H 4.56 -0.87 -0.87
34 H 3.53 -0.72 0.45
35 C -0.80 -4.85 0.62
36 C -0.39 -3.49 0.90
37 O 0.29 -3.03 1.79
38 H 0.08 -5.51 0.59
39 H -1.39 -4.96 -0.29
40 H -1.39 -5.22 1.47

Computed, not measured: a molecular structure, C36H94AsCrF6N8O12 in a non-equilibrium geometry, with wB97M-V/def2-TZVPD.

**Electronic energy**: -6648.39521 Ha
**2S+1**: 4
**LUMO level (spin up / spin down)**: -0.5 / 0.2 eV
**E_HOMO (spin up / spin down)**: -9.06 / -9.11 eV

CARTESIAN COORDINATES (ANGSTROEM)
1 Cr -2.26 -1.09 1.78
2 C 1.22 -1.06 -0.36
3 C -0.08 -1.19 0.37
4 O -1.22 -1.16 -0.10
5 O -0.16 -1.27 1.60
6 H 1.06 -0.34 -1.16
7 H 1.37 -2.04 -0.82
8 H 2.09 -0.74 0.22
9 C -3.75 -1.08 5.66
10 C -3.19 -1.17 4.27
11 O -3.93 -1.12 3.24
12 O -2.00 -1.18 3.95
13 H -3.50 -0.10 6.07
14 H -3.26 -1.77 6.35
15 H -4.84 -1.14 5.66
16 As -3.00 -4.54 -2.09
17 F -3.54 -5.73 -0.86
18 F -1.33 -5.10 -1.86
19 F -2.50 -3.27 -3.34
20 F -4.71 -4.00 -2.26
21 F -2.76 -3.37 -0.77
22 F -3.20 -5.73 -3.42
23 C 2.96 0.16 -3.30
24 C 4.24 -0.15 -4.12
25 C 4.95 -1.40 -3.50
26 O 5.63 -1.06 -2.34
27 C 5.65 -1.99 -1.34
28 N 3.93 -0.32 -5.52
29 H 3.15 0.81 -2.45
30 H 2.51 -0.78 -2.98
31 H 2.29 0.79 -3.88
32 H 4.99 0.64 -4.02
33 H 5.74 -1.76 -4.16
34 H 4.29 -2.27 -3.49
35 H 4.68 -2.21 -0.89
36 H 6.37 -1.58 -0.62
37 H 6.10 -2.86 -1.81
38 H 3.63 -1.28 -5.59
39 H 4.79 -0.28 -6.06
40 C -4.50 -0.77 -1.89
41 C -4.05 0.05 -0.65
42 C -5.08 1.13 -0.16
43 O -4.39 2.20 0.53
44 C -5.14 3.41 0.63
45 N -3.96 -1.01 0.42
46 H -3.84 -1.55 -2.24
47 H -4.61 -0.07 -2.72
48 H -5.48 -1.23 -1.75
49 H -3.04 0.41 -0.87
50 H -5.87 0.78 0.51
51 H -5.60 1.53 -1.03
52 H -5.85 3.58 -0.18
53 H -4.40 4.21 0.59
54 H -5.75 3.50 1.53
55 H -3.94 -1.82 -0.19
56 H -4.92 -1.09 0.70
57 C -2.28 -4.93 3.55
58 C -1.52 -4.08 2.48
59 C -0.71 -4.92 1.53
60 O 0.29 -5.67 2.22
61 C 1.63 -5.08 2.22
62 N -2.51 -3.17 1.93
63 H -1.60 -5.64 4.03
64 H -3.16 -5.40 3.11
65 H -2.63 -4.22 4.30
66 H -0.83 -3.40 2.98
67 H -0.17 -4.38 0.75
68 H -1.46 -5.53 1.02
69 H 2.37 -5.71 2.71
70 H 1.60 -4.09 2.67
71 H 1.91 -5.04 1.17
72 H -2.48 -3.64 1.03
73 H -3.33 -3.70 2.21
74 C 5.61 -5.54 4.78
75 C 5.04 -4.22 5.18
76 C 5.19 -3.10 4.09
77 O 4.55 -3.59 2.93
78 C 4.44 -2.63 1.87
79 N 3.66 -4.29 5.56
80 H 6.65 -5.42 4.49
81 H 5.16 -5.90 3.85
82 H 5.56 -6.24 5.62
83 H 5.57 -3.88 6.07
84 H 6.25 -2.92 3.90
85 H 4.74 -2.18 4.43
86 H 5.41 -2.59 1.39
87 H 4.26 -1.59 2.16
88 H 3.57 -2.86 1.26
89 H 3.11 -4.59 4.77
90 H 3.32 -3.36 5.79
91 C 3.37 2.47 0.51
92 C 2.77 3.82 1.05
93 C 3.49 5.05 0.56
94 O 4.89 4.86 0.75
95 C 5.58 5.98 0.22
96 N 1.37 3.85 0.58
97 H 4.43 2.39 0.77
98 H 3.25 2.43 -0.57
99 H 2.92 1.58 0.94
100 H 2.95 3.77 2.13
101 H 3.22 5.94 1.13
102 H 3.27 5.24 -0.49
103 H 5.34 6.13 -0.83
104 H 6.66 5.85 0.28
105 H 5.44 6.87 0.84
106 H 1.30 3.98 -0.42
107 H 0.87 4.61 1.02
108 C -3.95 2.01 -5.58
109 C -3.39 0.83 -6.41
110 C -2.68 -0.12 -5.47
111 O -1.64 0.51 -4.68
112 C -0.79 -0.42 -3.93
113 N -4.48 0.20 -7.08
114 H -4.77 1.62 -4.98
115 H -4.43 2.75 -6.22
116 H -3.15 2.43 -4.97
117 H -2.59 1.26 -7.01
118 H -2.22 -0.84 -6.15
119 H -3.35 -0.63 -4.77
120 H -1.39 -1.08 -3.29
121 H -0.06 0.02 -3.25
122 H -0.16 -0.96 -4.63
123 H -4.83 0.76 -7.84
124 H -4.13 -0.62 -7.55
125 C -0.40 1.70 3.06
126 C -1.95 1.94 2.83
127 C -2.24 3.46 2.71
128 O -1.93 4.22 3.88
129 C -2.54 5.46 3.91
130 N -2.35 1.15 1.73
131 H 0.01 2.45 3.72
132 H 0.26 1.90 2.22
133 H -0.05 0.80 3.58
134 H -2.47 1.66 3.74
135 H -3.30 3.63 2.50
136 H -1.70 3.82 1.84
137 H -2.43 5.87 4.91
138 H -3.59 5.49 3.59
139 H -1.98 6.15 3.27
140 H -1.71 1.61 1.09
141 H -3.18 1.59 1.37
142 C -1.66 4.23 -0.97
143 C -1.16 2.92 -1.50
144 C 0.04 3.04 -2.49
145 O 1.03 4.04 -2.14
146 C 2.12 4.19 -3.06
147 N -0.72 2.07 -0.35
148 H -1.19 4.60 -0.06
149 H -2.72 4.07 -0.75
150 H -1.69 5.03 -1.71
151 H -1.97 2.47 -2.07
152 H -0.29 3.31 -3.50
153 H 0.52 2.09 -2.73
154 H 2.71 3.28 -3.18
155 H 2.79 4.99 -2.77
156 H 1.67 4.53 -4.00
157 H 0.13 2.43 0.06
158 H -0.37 1.20 -0.74

Computed, not measured: 2 unconnected molecules or ions with the total composition C5H12O2, with wB97M-V/def2-TZVPD.

**Electronic energy**: -348.01031 Ha
**2S+1**: 1
**LUMO level (spin up / spin down)**: 0.5 / 0.5 eV
**E_HOMO (spin up / spin down)**: -7.78 / -7.78 eV
**Relative energy (zero: lowest compared OMol25 entry of this formula, charge and spin)**: 122.1 kcal per mole

CARTESIAN COORDINATES (ANGSTROEM)
1 C -1.61 -0.27 1.65
2 O -0.40 -0.62 1.09
3 C -0.14 -0.11 -0.07
4 C -0.85 2.09 0.46
5 C 1.28 -0.13 -0.53
6 C 1.57 -1.29 -1.49
7 O 1.45 -2.55 -0.86
8 H -2.47 -0.51 1.01
9 H -1.31 1.12 1.22
10 H -1.68 -0.68 2.65
11 H -0.95 -0.06 -0.80
12 H -0.96 2.86 1.24
13 H -1.61 2.29 -0.31
14 H 0.14 2.25 0.03
15 H 1.93 -0.20 0.34
16 H 1.49 0.82 -1.05
17 H 0.92 -1.22 -2.37
18 H 2.61 -1.23 -1.84
19 H 0.60 -2.57 -0.40